Record 1
DFT (wB97M-V/def2-TZVPD) results for C24H27N3O3S in the gas phase.

CARTESIAN COORDINATES (ANGSTROEM)
C 4.75294 2.13715 0.48797
C 3.33674 2.24340 0.03049
C 2.91029 1.57656 -1.11376
C 1.57907 1.57070 -1.47133
C 0.63048 2.24320 -0.70218
C -0.80281 2.02830 -1.03910
O -1.17784 1.03410 -1.63343
N -1.66646 2.99386 -0.62751
C -3.09270 2.80161 -0.68346
C -3.63928 2.26414 0.65585
N -3.10778 0.96347 0.94564
C -1.94429 0.72143 1.62349
C -1.62401 -0.60511 1.55220
S -0.20664 -1.38776 2.25221
C 1.09141 -0.20578 1.71281
C 2.30060 -0.87231 1.08929
O 3.39880 -0.76640 1.61116
N 2.12402 -1.52660 -0.07443
C 0.89161 -1.76091 -0.79404
C 0.57154 -3.25935 -0.74618
O 1.62943 -4.01832 -1.28923
C 2.83304 -3.78517 -0.59413
C 3.21678 -2.30183 -0.62893
C -2.64794 -1.24188 0.79009
C -2.88013 -2.55745 0.39702
C -3.99170 -2.82360 -0.36863
C -4.87398 -1.80682 -0.74360
C -4.66975 -0.49886 -0.36153
C -3.54990 -0.21910 0.41241
C 1.06186 2.95655 0.41436
C 2.39689 2.95098 0.77141
H 5.03006 2.97501 1.12268
H 5.43694 2.08077 -0.35541
H 4.85253 1.21789 1.06833
H 3.63074 1.03839 -1.71190
H 1.23783 1.03149 -2.34198
H -1.31604 3.79333 -0.12621
H -3.28118 2.06323 -1.46729
H -3.58410 3.74427 -0.93545
H -3.36537 2.94419 1.46856
H -4.72917 2.20387 0.60311
H -1.41938 1.51747 2.11767
H 0.62603 0.47361 1.00418
H 1.43442 0.34285 2.59013
H 0.06167 -1.18187 -0.40076
H 1.04779 -1.46790 -1.83793
H -0.30964 -3.48094 -1.34926
H 0.39115 -3.55672 0.29767
H 3.59360 -4.39406 -1.08532
H 2.73030 -4.10416 0.45443
H 4.10915 -2.11690 -0.03047
H 3.38753 -1.98764 -1.66383
H -2.19967 -3.33953 0.69591
H -4.19204 -3.83500 -0.68940
H -5.73476 -2.05400 -1.34716
H -5.35936 0.27767 -0.65787
H 0.35832 3.48243 1.04597
H 2.71238 3.48404 1.65664

Calculated values
SMILES: Cc1ccc(C(=O)NCCn2cc(SCC(=O)N3CCOCC3)c3ccccc32)cc1
Orbital gap: 8.082 eV
Max |F|: 0.58 eV/A
E_HOMO: -7.658 eV
DFT total energy: -1718.97524 a.u.
ΔE to the lowest compared entry with this formula, charge and spin: 9.7 kcal/mol

---

Record 2
DFT (wB97M-V/def2-TZVPD) results for C24H27N3O5 in the gas phase.

CARTESIAN COORDINATES (ANGSTROEM)
C -4.68409 -2.63318 0.41541
C -4.23995 -2.63003 -1.04420
O -3.05996 -1.87595 -1.25238
C -3.12188 -0.52096 -1.30974
C -4.28080 0.24733 -1.23991
C -4.20160 1.62635 -1.34327
C -2.98628 2.26107 -1.49575
C -1.81786 1.50146 -1.53423
C -0.52300 2.19376 -1.61437
O -0.46379 3.20685 -2.46272
C 0.54138 1.89177 -0.80985
C 1.71301 2.72711 -0.79062
O 1.94644 3.66485 -1.54699
C 2.56188 2.25650 0.37459
O 3.63948 2.67610 0.73703
N 1.85962 1.26578 0.97409
C 2.38229 0.50987 2.08042
C 2.65802 -0.95431 1.69821
N 3.18349 -1.04982 0.35057
C 3.10617 -2.39560 -0.19071
C 3.53748 -2.35812 -1.65779
O 4.84923 -1.87406 -1.79392
C 4.95695 -0.58239 -1.23927
C 4.55232 -0.56667 0.23342
C 0.64482 0.86650 0.28755
C -0.54838 0.88030 1.21337
C -0.99014 2.07320 1.77335
C -2.10749 2.04815 2.59196
N -2.77536 0.94396 2.87762
C -2.34231 -0.19225 2.36235
C -1.23926 -0.28249 1.52813
C -1.89234 0.11976 -1.45883
H -4.89101 -1.62362 0.76261
H -3.90004 -3.05690 1.03794
H -5.58169 -3.23578 0.52294
H -5.04471 -2.27580 -1.69888
H -3.96989 -3.64401 -1.35237
H -5.24909 -0.21012 -1.11595
H -5.10899 2.20935 -1.29896
H -2.92630 3.33497 -1.56813
H 0.42943 3.64227 -2.38252
H 3.30203 1.01508 2.38356
H 1.67474 0.53575 2.91678
H 3.33489 -1.39448 2.45043
H 1.71929 -1.51507 1.72815
H 2.07556 -2.75427 -0.12369
H 3.75915 -3.09483 0.36069
H 3.53130 -3.36153 -2.08737
H 2.84121 -1.71482 -2.21882
H 5.99949 -0.28410 -1.35426
H 4.31448 0.11779 -1.79417
H 4.61644 0.45585 0.60320
H 5.24626 -1.20204 0.81154
H 0.78826 -0.14445 -0.11708
H -0.47534 2.99943 1.56844
H -2.49053 2.95504 3.04030
H -2.90926 -1.07291 2.63380
H -0.93565 -1.23593 1.12372
H -1.00811 -0.48974 -1.54541

Calculated values
SMILES: CCOc1cccc(/C(O)=C2/C(=O)C(=O)N(CCN3CCOCC3)[C@H]2c2ccncc2)c1
Orbital gap: 8.393 eV
Max |F|: 0.86 eV/A
E_HOMO: -8.920 eV
DFT total energy: -1471.21731 a.u.
ΔE to the lowest compared entry with this formula, charge and spin: 71.6 kcal/mol

---

Q: What is the ΔE to the lowest compared entry with this formula, charge and spin in the second record?
A: 71.6 kcal/mol